[1]
{
  "formula": "C8H16Br8NO3",
  "method": "the ωB97M-V functional and the def2-TZVPD basis",
  "species": ["N", "O", "O", "O", "Br", "C", "C", "Br", "H", "H", "H", "H", "Br", "C", "C", "Br", "H", "H", "H", "H", "Br", "C", "C", "Br", "H", "H", "H", "H", "Br", "C", "C", "Br", "H", "H", "H", "H"],
  "positions_angstrom": [[0.653, -0.326, 1.990], [-0.462, -0.148, 2.462], [1.582, -0.337, 2.751], [0.756, -0.472, 0.738], [0.949, 3.462, -2.352], [1.641, 2.272, -0.888], [3.157, 2.518, -0.586], [4.356, 2.204, -2.055], [1.497, 1.210, -1.088], [1.069, 2.462, 0.021], [3.564, 1.756, 0.079], [3.433, 3.486, -0.167], [3.618, -2.970, -1.735], [3.115, -1.117, -2.393], [2.376, -1.335, -3.726], [1.921, 0.403, -4.553], [4.029, -0.537, -2.517], [2.485, -0.654, -1.633], [1.444, -1.897, -3.674], [3.088, -1.838, -4.380], [-3.717, 1.991, 2.177], [-2.088, 2.204, 1.121], [-2.055, 1.334, -0.039], [-3.565, 1.495, -1.330], [-1.261, 2.026, 1.808], [-1.960, 3.238, 0.801], [-2.068, 0.294, 0.284], [-1.259, 1.617, -0.728], [-3.541, -1.214, 3.981], [-3.999, -2.699, 2.789], [-2.808, -2.949, 1.891], [-1.327, -3.882, 2.781], [-4.867, -2.471, 2.171], [-4.198, -3.559, 3.428], [-2.512, -1.967, 1.521], [-3.045, -3.601, 1.050]],
  "spin_multiplicity": 2,
  "energy_ha": -21186.78346,
  "s2": 0.76,
  "homo_lumo_gap_ha": [0.3301, 0.1769],
  "homo_energy_ev": [-9.937, -9.937],
  "lumo_ev": [-0.96, -5.12]
}

---

[2]
{
  "formula": "C13H19P2Ru",
  "method": "the ωB97M-V functional and the def2-TZVPD basis",
  "species": ["C", "C", "C", "C", "C", "Ru", "P", "H", "H", "H", "H", "H", "H", "H", "H", "C", "P", "C", "C", "C", "C", "C", "C", "C", "H", "H", "H", "H", "H", "H", "H", "H", "H", "H", "H"],
  "positions_angstrom": [[-1.205, 2.101, -2.371], [-1.277, 3.482, -2.405], [-1.349, 4.313, -1.268], [-1.417, 3.820, 0.046], [-1.342, 2.474, 0.387], [-0.415, 1.270, -0.791], [0.192, -0.439, -2.252], [-1.402, 1.540, -3.305], [-1.313, 3.948, -3.395], [-1.443, 5.394, -1.425], [-1.653, 2.190, 1.406], [-1.564, 4.530, 0.864], [1.497, -0.976, -2.035], [0.314, -0.161, -3.646], [-0.605, -1.621, -2.324], [-0.584, 0.146, 2.646], [0.137, 0.033, 1.012], [1.732, 0.883, 1.003], [0.481, -1.758, 0.839], [-0.607, -2.559, 0.464], [-0.396, -3.912, 0.194], [0.878, -4.470, 0.338], [1.953, -3.665, 0.724], [1.758, -2.309, 0.987], [-0.762, 1.194, 2.891], [0.093, -0.303, 3.383], [-1.542, -0.385, 2.642], [2.533, 0.163, 1.160], [1.819, 1.354, 0.001], [1.724, 1.659, 1.775], [-1.597, -2.107, 0.348], [-1.231, -4.524, -0.145], [1.034, -5.534, 0.152], [2.955, -4.085, 0.814], [2.603, -1.683, 1.283]],
  "spin_multiplicity": 5,
  "total_charge": 1,
  "energy_ha": -1283.91913,
  "s2": 6.02,
  "homo_lumo_gap_ha": [0.2902, 0.2662],
  "homo_energy_ev": [-10.354, -12.570],
  "lumo_ev": [-2.46, -5.33]
}

---

[3]
{
  "formula": "C4H10NO",
  "method": "the ωB97M-V functional and the def2-TZVPD basis",
  "species": ["C", "C", "C", "N", "C", "H", "H", "H", "H", "H", "H", "H", "H", "H", "H", "O"],
  "positions_angstrom": [[2.445, -0.408, -1.506], [1.121, -0.175, -0.869], [0.965, -0.165, 0.448], [-0.327, 0.169, 0.959], [-0.665, 0.077, 2.184], [2.756, 0.493, -2.038], [3.191, -0.692, -0.768], [2.363, -1.223, -2.227], [0.246, -0.210, -1.509], [1.774, -0.269, 1.146], [-0.926, 0.515, 0.199], [-0.162, -0.653, 2.808], [-1.388, 0.755, 2.627], [-2.837, -0.355, -0.413], [-3.512, 1.013, -0.633], [-2.797, 0.443, -0.951]],
  "total_charge": 1,
  "energy_ha": -288.09965,
  "relative_energy_ev": 1.726,
  "homo_lumo_gap_ha": 0.3284,
  "homo_energy_ev": -14.406,
  "lumo_ev": -5.47
}

---

Q: Which formula does entry 3 have?
A: C4H10NO